The following is a DFT calculation (ωB97M-V with the def2-TZVPD basis set) of a molecular structure, C51H64As7F42N9O at a distorted geometry.

Geometry as XYZ:
```
174
Properties=species:S:1:pos:R:3:forces:R:3:lowdin_charge:R:1
C -2.594846 16.006048 1.180787 0.495 1.071 -0.113 0.0294
H -8.028494 21.366931 -0.734108 0.091 -0.097 -0.166 0.1508
C -8.488889 10.995018 9.861008 0.995 -0.131 0.298 0.0198
H -12.319053 16.083389 4.429607 -0.084 -0.087 0.083 0.1034
C -8.766013 16.821709 3.122532 -0.586 0.172 0.204 0.0046
C -11.402413 20.448608 -2.311802 -0.866 -0.112 -0.365 0.0411
N -12.739974 23.934787 6.505036 1.138 0.240 1.253 -0.0422
H -16.182298 19.714995 6.957704 0.070 0.054 0.258 0.0757
As -14.766562 17.319074 11.590155 -0.549 1.513 1.829 0.8823
H -8.480475 21.883926 -4.368831 -0.256 0.002 0.142 0.1027
N -10.250262 16.073347 4.805123 -1.377 -0.327 -1.497 -0.0250
H -18.164743 14.522642 8.116329 0.390 -0.224 -0.286 0.1179
H -10.058253 24.166121 8.406278 -0.087 0.271 0.558 0.1329
C -8.013221 15.325947 4.856172 0.849 -1.476 -3.335 0.0214
F -17.569358 15.609938 2.952916 0.856 -0.400 0.429 -0.2552
H -10.857652 17.331356 3.262900 0.058 0.279 0.266 0.1023
C -9.134291 30.168698 10.895392 0.738 -0.424 -0.729 0.0457
F -17.539375 23.131936 9.294954 1.129 -0.354 -0.460 -0.2512
C -9.330868 15.256810 5.317455 -1.845 1.904 -3.627 -0.1067
N -3.902329 16.099275 1.865452 0.520 -0.747 1.584 -0.0799
As -19.303812 18.722859 6.940610 -1.695 1.464 0.834 0.8371
H -11.385955 22.540559 7.149239 0.353 0.049 0.482 0.1347
N -9.249815 21.343743 -2.450468 0.736 0.580 -0.712 -0.0842
F -9.231907 13.909956 7.034887 1.772 -2.987 5.310 -0.1817
F -10.326637 19.795122 2.947442 -0.585 0.005 0.265 -0.2609
H -14.578184 12.462072 10.885864 -0.328 0.325 0.381 0.1384
C -10.190734 12.602017 10.463473 0.556 -0.468 -0.170 0.0049
C -14.785824 19.988946 0.489106 0.644 -0.488 0.016 0.0443
F -8.301849 14.324664 9.369822 -0.064 -0.350 -1.211 -0.2248
F -13.547184 18.615769 11.263427 -1.141 -1.722 -0.033 -0.2711
C -10.633547 11.205982 8.648316 -0.949 -0.890 0.142 0.0142
H -8.307673 10.125893 9.233731 -0.164 0.252 -0.252 0.1054
H -11.679809 14.097591 10.867888 0.168 -0.135 0.445 0.1532
H -9.563535 31.048335 10.422992 -0.012 0.071 0.336 0.1098
C -15.553287 19.306004 6.159489 -1.023 -0.049 0.735 0.0123
C -11.399648 25.854737 7.969307 -0.226 0.171 0.272 -0.1528
C -4.984214 15.747651 1.189766 -1.702 0.404 -0.877 -0.0186
F -20.763892 19.048474 5.981965 1.067 -0.525 0.632 -0.2815
H -14.336696 18.477805 8.729609 -0.476 0.489 1.153 0.1201
C -11.269698 20.222289 -0.946464 -0.042 -0.085 -0.088 -0.1080
H -12.582846 11.454629 7.679947 0.105 -0.415 0.029 0.1403
F -16.003805 16.065223 11.865037 0.854 0.326 -0.533 -0.2823
F -8.712453 16.362775 6.543615 0.956 2.779 3.774 -0.1512
C -9.895977 27.869020 10.750649 0.060 0.697 -0.741 0.0264
H -11.872303 15.187915 5.879539 0.166 0.173 0.117 0.0911
C -13.661764 20.452919 -0.190115 -0.060 -0.156 0.344 0.0435
C -9.522939 29.048486 8.729801 -0.936 -1.083 -0.235 0.0285
C -14.701819 13.183802 10.090202 0.540 -0.731 0.367 0.0535
C -13.925607 14.102141 8.106536 0.581 0.599 -1.560 0.0298
C -8.204654 21.965113 -3.320300 -0.028 -0.059 0.252 0.0411
C -4.009464 16.280539 3.231361 -0.524 0.846 -1.027 0.0510
F -10.556057 20.475548 11.762392 0.009 0.772 -1.658 -0.2617
F -6.903464 14.885410 7.268504 -1.078 -0.128 0.767 -0.2326
N -9.498154 28.991276 10.067663 -0.487 -0.729 0.761 -0.0908
F -9.276284 21.302238 8.579541 -0.284 0.298 -0.088 -0.2908
F -16.143046 22.461980 7.297575 0.036 0.139 -0.133 -0.2700
H -7.274030 21.412933 -3.208281 0.032 0.211 0.248 0.1082
H -17.304866 16.068727 7.929358 -0.058 -0.039 0.009 0.0799
F -7.797488 16.626457 8.902850 -0.489 -1.295 -1.684 -0.2159
F -18.378932 19.551255 5.661700 -0.071 -0.471 0.638 -0.2952
F -13.777170 16.126339 10.673538 -0.412 0.577 0.290 -0.2949
C -5.259277 16.411803 3.829621 1.695 -1.129 -0.446 0.0673
F -8.372234 21.059617 10.865779 -0.304 0.218 -0.434 -0.2741
H -3.090032 16.408008 3.783611 0.077 0.062 -0.121 0.1490
H -10.317145 28.011493 6.957959 0.557 0.396 -0.131 0.1337
H -15.184118 20.194622 5.648381 0.515 -0.355 0.050 0.0835
As -8.485646 15.310278 7.931925 1.472 2.012 5.095 0.9312
H -9.846218 20.351687 0.667688 -0.145 0.136 0.133 0.1134
H -15.516735 15.034038 6.881141 0.471 0.437 -0.038 0.1176
H -16.056222 17.304951 1.636572 -0.303 -0.089 0.360 0.0938
F -17.860794 18.392874 7.909334 -0.101 0.031 -0.557 -0.2818
F -11.084341 19.060934 5.270909 -0.165 0.691 -1.226 -0.2373
H -13.755015 21.461499 -0.567600 0.296 -0.032 -0.242 0.1352
H -15.260776 18.115310 2.964543 -0.412 0.352 0.225 0.0939
H -12.926802 27.194392 7.254253 -0.026 -0.002 -0.062 0.1361
H -2.258378 14.980035 1.057584 -0.143 0.026 0.088 0.1164
H -8.298893 10.673590 10.885451 -0.739 -0.046 0.120 0.1132
F -10.081679 15.794072 8.438697 0.393 -0.743 -0.617 -0.1998
H -8.480953 17.334624 2.216059 -0.591 0.327 -0.014 0.1131
H -14.565090 23.149919 5.976232 -0.026 -0.009 -0.215 0.0944
C -11.931756 11.718604 8.499829 1.576 0.889 0.414 0.0718
C -12.523457 26.192607 7.263027 -0.920 -0.990 -1.197 0.0577
H -12.209221 18.407045 9.135081 0.977 0.268 -0.245 0.0802
H -16.758771 13.663152 10.527278 0.078 0.246 0.144 0.1567
C -13.161271 25.181907 6.499817 0.372 1.490 0.248 0.0229
C -14.599002 18.340102 6.767038 -0.087 1.536 -0.967 -0.3669
C -11.670926 16.087836 5.304860 0.490 0.066 -0.574 0.0577
F -9.652706 19.217825 9.832943 -0.467 0.848 -0.172 -0.2854
H -10.298077 10.365545 8.057639 0.131 0.121 -0.165 0.1428
C -15.791332 18.288145 2.030196 -0.576 -1.055 -0.627 0.0520
H -7.739083 11.775088 9.725868 -0.101 -0.014 -0.549 0.1009
N -13.795918 18.859518 7.957800 0.793 -1.331 -1.524 0.1522
As -15.862164 22.688241 9.006446 -1.839 -0.960 1.521 0.8112
F -19.497383 20.271543 7.797451 0.397 -1.131 -0.961 -0.2730
F -10.199091 22.687572 10.443932 -0.102 -0.936 -0.344 -0.2999
C -12.546977 18.452781 0.418312 0.957 0.143 -0.919 0.0321
C -10.678050 26.920893 8.697949 1.558 -0.816 1.010 -0.1168
F -19.007598 17.193028 6.114616 -0.264 0.522 0.471 -0.2796
H -8.045296 30.202577 10.876046 -0.026 0.367 0.171 0.1147
C -10.040650 20.547968 -0.379350 1.191 0.025 0.229 0.0711
F -17.201580 14.120243 4.998638 0.743 0.517 -0.317 -0.2435
H -13.126160 14.247130 7.391155 -0.230 0.053 -0.262 0.1119
H -7.034060 15.238450 1.184845 -0.281 0.497 -0.064 0.1417
C -6.254852 15.736460 1.743612 1.134 -0.689 0.400 0.0408
C -12.474947 19.695957 -0.218974 -1.020 0.048 0.378 -0.1247
F -16.239061 20.969399 9.303435 0.400 1.276 -0.427 -0.2668
F -15.527820 24.406956 8.705770 0.680 -0.703 -0.357 -0.2942
As -11.637245 20.213432 4.046288 -1.611 1.543 1.283 0.8879
C -17.444293 15.201711 8.572914 -0.718 0.417 -0.463 0.0465
H -16.273548 18.753769 5.558551 0.284 -0.020 -0.232 0.0747
F -12.725483 18.998397 3.353523 0.968 0.151 0.086 -0.2487
H -16.694902 18.890824 2.061944 0.316 0.288 0.205 0.1260
H -8.124773 23.014096 -3.042736 0.265 -0.061 -0.030 0.1152
H -12.479440 17.171989 7.937295 -0.286 0.070 -0.057 0.0663
H -4.920152 15.541680 0.129965 0.576 -0.131 0.036 0.1515
H -11.846514 17.015836 5.846039 0.104 -0.383 0.112 0.0567
C -11.408858 13.197337 10.330389 -0.281 0.720 -0.203 0.0661
C -10.003713 16.851212 3.715321 0.776 -0.399 -0.886 -0.0273
F -20.297985 18.011213 8.234904 0.819 -0.131 -1.215 -0.2835
C -11.638437 23.586419 7.259826 -1.919 -0.438 -1.478 0.0492
F -15.771398 18.468721 12.481901 0.927 -0.975 -0.967 -0.2493
As -16.239616 14.705686 3.668556 -0.318 -0.969 -2.176 0.8435
C -12.292788 12.768069 9.352162 -0.203 -1.138 0.006 -0.1319
C -7.758441 16.061889 3.729365 1.246 -0.523 0.279 -0.1481
C -13.515185 22.917324 5.801925 -0.544 0.145 0.622 -0.0069
F -10.693153 21.497706 4.797423 -0.406 -0.917 -0.724 -0.2385
F -12.299908 21.389832 2.855815 0.827 -0.975 0.526 -0.2835
H -9.469363 29.987099 11.911638 -0.149 0.283 -0.117 0.1034
C -8.982622 21.080230 -1.148477 -2.475 -0.433 -0.256 0.0433
H -10.601934 21.414782 -4.052277 0.265 -0.160 -0.077 0.1534
H -13.946225 25.394420 5.788058 -0.340 0.099 0.400 0.1562
N -16.130246 14.553977 8.783890 0.256 -0.109 -0.442 -0.0297
H -7.267515 14.697997 5.321657 -0.085 0.102 -0.201 0.1216
C -10.417137 26.798169 10.084555 -1.080 0.267 -0.446 0.0810
H -13.759094 19.877536 7.959103 -0.282 0.268 0.566 0.1408
C -12.393771 18.248745 8.074410 -1.387 -0.228 0.846 0.0117
F -15.191861 15.117198 2.206274 -0.439 0.564 1.060 -0.3401
H -9.613775 14.627941 6.147800 -1.482 0.542 -3.120 -0.0371
C -13.703073 17.984450 0.990115 0.578 0.687 0.482 -0.0060
O -14.429035 17.223411 6.414216 0.643 -0.602 0.522 0.1098
H -15.655280 20.618508 0.607535 -0.140 -0.198 0.094 0.1561
F -14.188224 22.129538 8.685958 -0.130 0.702 -0.116 -0.2936
C -10.091187 27.973563 8.014226 -0.613 0.989 0.501 0.0562
H -12.276947 20.107512 -2.849624 -0.227 0.250 0.150 0.1468
H -9.890050 27.937525 11.827782 0.230 -0.086 -0.002 0.1487
H -17.935854 15.544747 9.482031 0.713 0.006 0.344 0.1195
C -10.983748 24.527934 7.975690 1.317 -0.369 0.106 0.0494
H -9.229628 29.979883 8.268482 0.187 -0.054 -0.021 0.1493
H -9.447327 12.938722 11.170353 -0.059 -0.048 0.087 0.1512
H -10.853829 25.996423 10.665815 0.232 -0.256 -0.078 0.1533
H -11.718586 18.651211 7.328860 0.018 0.467 0.453 0.0729
F -14.776087 13.884793 4.276483 -0.850 0.474 0.097 -0.3032
N -9.817325 11.566685 9.655560 -0.938 1.098 0.306 -0.0732
C -6.386436 16.067108 3.086621 -1.576 0.340 0.854 -0.1097
C -15.915015 13.815344 9.870837 0.273 -0.425 0.309 0.0060
F -15.763084 16.182401 4.491484 -0.015 -0.846 -0.419 -0.2654
As -9.962271 20.935650 10.149825 0.068 -1.053 1.736 0.8206
H -13.331608 21.978002 6.315292 -0.038 0.677 -0.093 0.0709
F -15.611829 17.745831 10.080460 0.847 -0.362 0.151 -0.2752
F -13.993347 16.856632 13.115579 -0.198 0.145 -1.500 -0.2694
H -13.248565 22.884402 4.747081 0.062 0.059 0.191 0.0963
H -11.663130 17.830954 0.448150 -0.041 -0.134 0.053 0.1309
H -2.651393 16.535184 0.229915 -0.399 -0.442 -0.204 0.1073
H -5.226992 16.564736 4.899716 -0.538 0.205 0.014 0.1453
F -15.506112 22.951683 10.682834 0.299 -0.146 -0.635 -0.2432
F -11.575879 20.830358 9.394270 1.028 0.172 0.435 -0.2797
H -1.850557 16.619697 1.686941 -0.086 -0.394 0.546 0.1069
N -14.785324 18.769948 1.067057 0.534 0.777 0.097 -0.0461
C -10.441504 21.092678 -3.034736 0.547 -0.331 0.810 0.0154
F -13.010033 20.679418 5.107177 1.552 -1.952 -1.343 -0.3011
C -15.164612 14.645797 7.826683 -0.833 -0.460 1.165 0.0462
C -13.629421 13.353985 9.222493 -1.698 0.913 -0.059 -0.1678
F -16.712625 13.295994 2.692528 0.455 0.883 1.089 -0.2749
H -13.696837 17.086029 1.593303 -0.399 -0.271 -0.266 0.1436
```
Forces are in eV/Å.

Its spin multiplicity is 1. As for the net charge: +2. The value obtained for the LUMO energy is -6.57 eV. The calculation puts the HOMO-LUMO gap at 5.8 eV.